107
Properties=species:S:1:pos:R:3 method="wB97M-V/def2-TZVPD" smiles="CCCCCCCCCCCCCCCC1=C(S)C(=O)OC1=O.CCOP(=O)(OCC)OCC.CCOP(=O)(OCC)OCC" total_energy_ha=-3126.3809 de_lowest_kj_mol=1651.9 e_homo_ev=-9.43 gap_ev=7.2
C -7.58 5.61 -0.68
C -6.64 5.69 -2.06
C -5.92 4.25 -2.39
C -5.32 4.14 -3.92
C -4.23 2.89 -4.11
C -4.87 1.41 -3.83
C -4.48 0.78 -2.33
C -5.37 -0.58 -2.17
C -5.50 -1.16 -0.64
C -5.55 -0.01 0.53
C -4.02 0.24 1.17
C -4.18 1.52 2.19
C -2.96 1.71 3.27
C -1.59 0.88 2.94
C -0.70 0.91 4.35
C 0.92 0.92 4.10
C 1.76 0.01 4.98
S 1.21 -1.17 6.35
C 3.33 0.26 4.55
O 4.39 -0.28 5.17
O 3.23 1.21 3.42
C 1.88 1.76 3.08
O 1.58 2.70 2.17
H -8.20 6.61 -0.60
H -8.24 4.64 -0.65
H -6.79 5.57 0.22
H -7.30 5.99 -3.00
H -5.87 6.57 -1.90
H -6.65 3.31 -2.26
H -4.98 4.16 -1.66
H -4.69 5.13 -4.12
H -6.14 4.12 -4.76
H -3.27 3.06 -3.43
H -3.94 2.92 -5.26
H -6.06 1.54 -3.79
H -4.54 0.59 -4.61
H -4.72 1.63 -1.57
H -3.31 0.55 -2.34
H -4.81 -1.43 -2.80
H -6.41 -0.40 -2.69
H -4.67 -1.95 -0.36
H -6.53 -1.75 -0.59
H -5.98 1.03 0.15
H -6.27 -0.39 1.39
H -3.73 -0.76 1.74
H -3.26 0.52 0.31
H -4.39 2.55 1.64
H -5.17 1.31 2.83
H -2.66 2.87 3.28
H -3.33 1.37 4.35
H -1.77 -0.28 2.73
H -0.98 1.28 2.02
H -0.96 1.94 4.89
H -1.08 0.03 5.03
H 0.65 -2.27 5.67
C 0.06 -1.37 -6.94
C -1.37 -1.16 -7.41
O -2.08 -2.39 -7.46
P -2.45 -3.09 -6.00
O -3.69 -2.19 -5.76
O -3.38 -4.36 -6.52
C -4.74 -4.49 -6.13
C -5.66 -3.84 -7.15
O -1.06 -4.08 -6.28
C -1.07 -5.24 -7.12
C -1.42 -4.98 -8.57
H 0.09 -1.69 -5.90
H 0.63 -0.43 -7.01
H 0.56 -2.14 -7.53
H -1.89 -0.45 -6.77
H -1.36 -0.75 -8.43
H -4.90 -4.09 -5.13
H -4.97 -5.56 -6.08
H -5.35 -2.82 -7.41
H -6.69 -3.80 -6.79
H -5.65 -4.41 -8.09
H -1.71 -6.01 -6.68
H -0.05 -5.64 -7.08
H -2.44 -4.61 -8.71
H -1.34 -5.91 -9.15
H -0.75 -4.23 -9.01
C 7.24 -0.49 4.80
C 8.23 0.65 4.86
O 9.22 0.44 5.85
P 10.32 -0.76 5.56
O 11.20 0.12 4.64
O 11.34 -0.54 6.86
C 12.71 -0.21 6.68
C 12.90 1.30 6.71
O 9.33 -1.74 6.58
C 9.38 -1.70 8.01
C 9.04 -0.35 8.63
H 7.72 -1.42 4.47
H 6.42 -0.27 4.11
H 6.82 -0.70 5.80
H 8.70 0.80 3.88
H 7.70 1.58 5.11
H 13.11 -0.66 5.77
H 13.26 -0.65 7.51
H 12.21 1.82 6.04
H 13.92 1.56 6.42
H 12.71 1.69 7.71
H 10.35 -2.06 8.36
H 8.64 -2.42 8.36
H 9.76 0.43 8.37
H 9.04 -0.43 9.73
H 8.06 0.00 8.31